The following is a quantum chemistry calculation of a molecular structure, C20H44FN2O4Zr, from the Open Molecules 2025 dataset.

Energy relative to the best compared isomer or geometry (same formula, charge and spin) ... 30.1 kcal per mole
Maximum force ... 0.1825 hartree/bohr
Total charge ... +1

Each line ends with the Löwdin charge.
Element x y z (Å)
Zr (0.65, -1.69, -2.07)  2.0001
C (4.22, -0.49, 0.47)  -0.0335
C (3.25, -0.97, 1.57)  -0.4985
C (3.58, -0.07, 2.79)  -0.1366
C (2.55, -0.17, 3.91)  -0.1585
C (1.14, 0.07, 3.35)  -0.1328
C (0.73, -0.80, 2.15)  -0.4857
N (1.86, -0.70, 1.19)  -0.0780
O (1.54, -1.23, -0.04)  -0.3278
C (-0.57, -0.22, 1.56)  -0.0255
C (0.48, -2.20, 2.68)  -0.0258
C (3.58, -2.43, 1.96)  -0.0236
H (4.18, -1.25, -0.32)  0.0700
H (5.25, -0.52, 0.82)  0.0937
H (3.96, 0.51, 0.14)  0.0789
H (3.66, 0.99, 2.55)  0.1255
H (4.53, -0.48, 3.14)  0.1218
H (2.70, 0.59, 4.69)  0.1160
H (2.65, -1.14, 4.42)  0.1057
H (0.90, 1.11, 3.13)  0.1208
H (0.44, -0.15, 4.16)  0.1251
H (-1.03, -0.84, 0.79)  0.0488
H (-0.41, 0.80, 1.23)  0.0641
H (-1.31, -0.13, 2.36)  0.0996
H (-0.51, -2.26, 3.15)  0.0749
H (1.17, -2.61, 3.41)  0.0761
H (0.34, -2.93, 1.87)  0.0872
H (4.65, -2.62, 2.07)  0.0919
H (3.15, -3.10, 1.21)  0.0802
H (3.18, -2.81, 2.89)  0.0685
C (0.53, 3.32, -2.76)  -0.0165
C (0.17, 2.60, -1.45)  -0.4928
C (-0.51, 3.57, -0.48)  -0.1353
C (-1.94, 3.93, -0.93)  -0.1532
C (-2.75, 2.62, -1.00)  -0.1351
C (-2.05, 1.51, -1.83)  -0.4782
N (-0.63, 1.39, -1.56)  -0.0863
O (0.02, 0.39, -2.28)  -0.3081
C (-2.38, 1.84, -3.31)  -0.0198
C (-2.86, 0.27, -1.40)  -0.0311
C (1.50, 2.26, -0.68)  -0.0312
H (1.39, 3.99, -2.66)  0.0904
H (-0.26, 3.94, -3.18)  0.0659
H (0.73, 2.60, -3.56)  0.0806
H (0.13, 4.45, -0.44)  0.1255
H (-0.60, 3.25, 0.56)  0.1204
H (-1.88, 4.39, -1.91)  0.0976
H (-2.39, 4.63, -0.23)  0.1165
H (-3.71, 2.84, -1.46)  0.1226
H (-3.04, 2.30, 0.00)  0.1203
H (-1.86, 1.20, -4.03)  0.0707
H (-2.05, 2.82, -3.63)  0.0723
H (-3.46, 1.73, -3.45)  0.0890
H (-2.74, 0.09, -0.33)  0.0730
H (-2.58, -0.64, -1.93)  0.0535
H (-3.91, 0.39, -1.64)  0.0946
H (1.24, 1.71, 0.22)  0.0579
H (2.08, 3.16, -0.46)  0.0919
H (2.17, 1.58, -1.22)  0.0657
F (-0.91, -2.51, -0.91)  -0.4620
C (-1.91, -3.28, -3.65)  -0.0693
O (-1.17, -2.03, -3.55)  -0.2700
H (-2.96, -3.02, -3.63)  0.1075
H (-1.68, -3.76, -4.61)  0.0949
H (-1.55, -4.07, -3.00)  0.0906
H (-1.42, -1.54, -4.34)  0.1163
C (-3.10, -3.27, 1.85)  -0.1608
O (-2.35, -4.18, 1.09)  -0.1221
H (-3.86, -3.80, 2.43)  0.0841
H (-2.48, -2.70, 2.54)  0.0510
H (-3.59, -2.56, 1.18)  0.0779
H (-1.90, -3.70, 0.39)  0.0188